Record 1
Computed, not measured: a 2-piece molecular cluster, C2H2Cl2O2S overall at a distorted geometry, with ωB97M-V/def2-TZVPD.

Summary:
2S+1 ... 1
Calculated total energy ... -42076.6156 eV
Kohn-Sham gap (spin up / spin down) ... 7.273 / 7.328 eV
LUMO (spin up / spin down) ... -0.067 / -0.067 hartree
Charge ... 0
HOMO (spin up / spin down) ... -9.11 / -9.16 eV
Relative energy (zero: lowest compared OMol25 entry of this formula, charge and spin) ... 4.538 eV

Cartesian coordinates (Å):
1 Cl -1.94864 0.89926 0.78532
2 Cl -0.68341 1.09925 -1.83224
3 S 3.24431 -0.15856 0.53352
4 O 2.43035 1.07168 0.65372
5 O -1.05653 -1.83738 -0.07562
6 C -0.24092 -0.94119 -0.50561
7 C -0.51482 0.46449 -0.14519
8 H -1.69998 -1.51208 0.50197
9 H 0.46965 0.91453 0.08414

***

Record 2
Computed, not measured: C2H2Cl3F as an isolated structure at a distorted geometry, with ωB97M-V/def2-TZVPD.

Summary:
2S+1 ... 1
Calculated total energy ... -42389.5672 eV
Kohn-Sham gap ... 11.409 eV
LUMO ... 0.009 hartree
Charge ... 0
HOMO ... -11.16 eV
Relative energy (zero: lowest compared OMol25 entry of this formula, charge and spin) ... 1.707 eV

Cartesian coordinates (Å):
1 Cl 0.45830 1.70973 -0.21632
2 Cl 1.23696 -1.13907 -0.80089
3 Cl 0.08521 -0.34231 1.63554
4 F -2.18124 -0.80148 -0.39434
5 C -1.25644 0.24688 -0.71624
6 C -0.03149 0.03108 -0.04004
7 H -1.84655 1.23872 -0.55150
8 H -1.06262 0.42499 -1.87352

***

Record 3
Computed, not measured: a 2-piece molecular cluster, C2H2Cl3FO2S overall at a distorted geometry, with ωB97M-V/def2-TZVPD.

Summary:
2S+1 ... 1
Calculated total energy ... -57319.8304 eV
Kohn-Sham gap ... 10.019 eV
LUMO ... 0.012 hartree
Charge ... 0
HOMO ... -9.69 eV
Relative energy (zero: lowest compared OMol25 entry of this formula, charge and spin) ... 0.000 eV

Cartesian coordinates (Å):
1 Cl 1.54903 -1.65567 -1.71296
2 Cl 2.18465 0.90506 -0.51784
3 Cl 0.08781 -2.51154 1.15636
4 S -2.06521 -0.86075 -0.84666
5 F -1.91703 -0.20069 0.70674
6 O -1.37766 0.52248 -1.39644
7 O -3.42160 -0.87177 -1.23234
8 C 0.80077 -0.97961 0.71368
9 C 1.22058 -0.56999 -0.47302
10 H -2.10697 1.07481 -1.78015
11 H 0.52057 -0.34494 1.49246

***

Record 4
Computed, not measured: one molecule with the formula C2H2Cl3I at a distorted geometry, with ωB97M-V/def2-TZVPD.

Summary:
2S+1 ... 1
Calculated total energy ... -47773.3224 eV
Kohn-Sham gap ... 10.184 eV
LUMO ... 0.015 hartree
Charge ... 0
HOMO ... -9.77 eV
SMILES string ... ClC(Cl)(Cl)CI
Relative energy (zero: lowest compared OMol25 entry of this formula, charge and spin) ... 0.643 eV

Cartesian coordinates (Å):
1 I -1.06294 0.69767 2.24495
2 Cl -0.97048 -1.80375 -0.88207
3 Cl 1.05898 -0.06825 -1.81552
4 Cl 1.52046 -1.56002 0.51934
5 C 0.30758 -0.70959 -0.47923
6 C -0.31307 0.75833 0.31700
7 H 0.46149 1.53290 0.42237
8 H -1.00202 1.15271 -0.32683

***

Record 5
Computed, not measured: a 2-piece molecular cluster, C2H2Cl3I overall, with ωB97M-V/def2-TZVPD.

Summary:
2S+1 ... 3
Calculated total energy ... -47770.5496 eV
Kohn-Sham gap (spin up / spin down) ... 8.492 / 8.546 eV
<S²> ... 2.01
LUMO (spin up / spin down) ... 0.016 / -0.044 hartree
Charge ... 0
HOMO (spin up / spin down) ... -8.06 / -9.76 eV
Relative energy (zero: lowest compared OMol25 entry of this formula, charge and spin) ... 0.000 eV

Cartesian coordinates (Å):
1 I -1.67169 1.99378 -0.03601
2 Cl 1.74899 1.44162 0.00557
3 Cl 2.20395 -1.03654 1.44181
4 Cl 2.00734 -1.04597 -1.45461
5 C -1.99797 -0.01222 0.00239
6 C 1.61093 -0.27075 0.02822
7 H -2.01317 -0.54662 -0.92408
8 H -1.88837 -0.52331 0.93671

***

Record 6
Computed, not measured: a 2-piece molecular cluster, C2H2Cl3NO2 overall at a distorted geometry, with ωB97M-V/def2-TZVPD.

Summary:
2S+1 ... 1
Calculated total energy ... -45252.1041 eV
Kohn-Sham gap (spin up / spin down) ... 6.240 / 6.241 eV
LUMO (spin up / spin down) ... -0.113 / -0.113 hartree
Charge ... 0
HOMO (spin up / spin down) ... -9.31 / -9.32 eV
Relative energy (zero: lowest compared OMol25 entry of this formula, charge and spin) ... 6.697 eV

Cartesian coordinates (Å):
1 Cl 2.67896 -1.26386 0.94834
2 Cl -2.70328 -0.61766 0.61170
3 Cl 2.29521 1.39647 0.08199
4 O 0.23469 -0.03893 0.80171
5 O -0.21081 0.74823 -1.90511
6 N -0.79698 0.15503 -1.06335
7 C -2.00450 -0.30584 -0.77828
8 C 1.39993 0.08797 0.99867
9 H 1.80165 0.40021 1.94187
10 H -2.69486 -0.56162 -1.63754

***

Record 7
Computed, not measured: C2H2Cl3NO2 as an isolated structure at a distorted geometry, with ωB97M-V/def2-TZVPD.

Summary:
2S+1 ... 1
Calculated total energy ... -45254.4588 eV
Kohn-Sham gap ... 10.819 eV
LUMO ... -0.013 hartree
Charge ... 0
HOMO ... -11.17 eV
Relative energy (zero: lowest compared OMol25 entry of this formula, charge and spin) ... 4.342 eV

Cartesian coordinates (Å):
1 Cl 0.38112 -0.68679 2.23065
2 Cl -0.24333 1.41376 -1.47367
3 Cl 0.92077 2.04068 1.20552
4 O -0.10835 -1.56106 -1.94944
5 O -1.26854 -1.58282 -0.14306
6 N -0.43800 -1.13463 -0.89256
7 C 0.25918 0.13926 -0.43303
8 C -0.06000 0.49444 1.01973
9 H 1.64533 -0.04954 -0.49044
10 H -1.08819 0.92669 0.92629

***

Record 8
Computed, not measured: C2H2Cl3NS as an isolated structure at a distorted geometry, with ωB97M-V/def2-TZVPD.

Summary:
2S+1 ... 1
Calculated total energy ... -51997.1322 eV
Kohn-Sham gap ... 9.116 eV
LUMO ... 0.012 hartree
Charge ... 0
HOMO ... -8.79 eV
Relative energy (zero: lowest compared OMol25 entry of this formula, charge and spin) ... 1.341 eV

Cartesian coordinates (Å):
1 Cl -1.46847 1.07025 1.14354
2 Cl -1.81225 0.40050 -1.70759
3 Cl 0.16659 2.21636 -1.05822
4 S 1.63053 -0.63116 -1.54856
5 N 0.40358 -1.11365 0.92504
6 C 0.73050 -0.64194 -0.25423
7 C -0.61732 0.85498 -0.41445
8 H 0.06848 -0.35900 1.55216
9 H 0.89836 -1.79634 1.36230

***

Copy entry 4 word for word.
Computed, not measured: one molecule with the formula C2H2Cl3I at a distorted geometry, with ωB97M-V/def2-TZVPD.

Summary:
2S+1 ... 1
Calculated total energy ... -47773.3224 eV
Kohn-Sham gap ... 10.184 eV
LUMO ... 0.015 hartree
Charge ... 0
HOMO ... -9.77 eV
SMILES string ... ClC(Cl)(Cl)CI
Relative energy (zero: lowest compared OMol25 entry of this formula, charge and spin) ... 0.643 eV

Cartesian coordinates (Å):
1 I -1.06294 0.69767 2.24495
2 Cl -0.97048 -1.80375 -0.88207
3 Cl 1.05898 -0.06825 -1.81552
4 Cl 1.52046 -1.56002 0.51934
5 C 0.30758 -0.70959 -0.47923
6 C -0.31307 0.75833 0.31700
7 H 0.46149 1.53290 0.42237
8 H -1.00202 1.15271 -0.32683

***

Q: Which value of charge does entry 1 give?
A: 0

***

Q: Number 3 is which compound?
A: C2H2Cl3FO2S

***

Q: What is the relative energy (zero: lowest compared OMol25 entry of this formula, charge and spin) in the eighth record?
A: 1.341 eV